Entry 1:
# C38H31AsN8ORhSe4

A structure of composition C38H31AsN8ORhSe4 in a non-equilibrium geometry (the ωB97M-V functional and the def2-TZVPD basis, OMol25).

Each line ends with the Mulliken charge.
Positions of all 84 atoms, in Å:
1 Rh -0.53352 -0.70479 -1.50686  0.677
2 C -2.09731 1.70739 3.41150  -1.186
3 N -2.04698 1.19178 2.07287  1.168
4 C -0.98237 0.89298 1.32329  -1.418
5 N -1.39099 0.30958 0.20835  1.039
6 C -2.74120 0.25183 0.34316  -0.931
7 N -3.15304 0.78281 1.45870  -1.088
8 C -1.39197 0.79899 4.39534  0.913
9 C -1.16568 1.26075 5.68784  -0.914
10 C -0.58128 0.43654 6.63524  -0.612
11 C -0.21459 -0.85529 6.30465  -1.020
12 C -0.43053 -1.31824 5.01063  -0.014
13 C -1.01516 -0.49014 4.05783  0.083
14 C -0.04183 -2.66414 4.64228  0.370
15 N -0.02135 -3.71936 5.39667  -0.461
16 N 0.43912 -4.73315 4.65510  -0.458
17 C 0.70181 -4.26143 3.47513  -0.063
18 O 0.40235 -2.93995 3.39116  -0.067
19 C 1.35055 -4.92493 2.36530  0.565
20 C 1.20557 -6.28899 2.13050  -0.987
21 C 1.88339 -6.86574 1.07130  -0.601
22 C 2.70973 -6.10410 0.25652  -1.034
23 C 2.87843 -4.74971 0.50842  0.851
24 C 3.81902 -3.89375 -0.31030  -1.286
25 N 3.18557 -2.64660 -0.65163  0.847
26 C 2.25074 -2.41204 -1.57407  -0.267
27 N 1.78932 -1.17593 -1.43177  0.191
28 C 2.49116 -0.69584 -0.37628  -0.490
29 N 3.33914 -1.56203 0.10778  -0.981
30 C 2.18885 -4.16435 1.55713  0.105
31 H -3.15902 1.76541 3.67636  0.357
32 H -1.67126 2.71681 3.44158  0.422
33 H 0.03399 1.08415 1.59826  0.593
34 H -3.39933 -0.18886 -0.37906  0.616
35 H -1.45942 2.26485 5.95531  0.473
36 H -0.41382 0.80638 7.63509  0.410
37 H 0.24029 -1.51239 7.02692  0.538
38 H -1.18232 -0.88972 3.06662  0.682
39 H 0.57056 -6.87530 2.77363  0.533
40 H 1.77790 -7.92159 0.87939  0.425
41 H 3.23941 -6.57309 -0.55922  0.431
42 H 4.13274 -4.41162 -1.21873  0.474
43 H 4.70060 -3.64584 0.28850  0.275
44 H 1.95932 -3.12378 -2.32308  0.352
45 H 2.39412 0.30407 -0.00096  0.522
46 H 2.32379 -3.11561 1.77714  0.784
47 Se -0.59339 -1.69505 -3.68279  -0.054
48 Se -0.79580 -3.88817 -3.73271  -0.205
49 Se -0.57099 -4.63963 -0.60082  -0.064
50 Se -0.73472 -2.59328 0.14723  -0.074
51 C 0.87858 3.55948 -6.47051  -0.582
52 C 1.76494 2.76052 -5.76595  -0.777
53 C 1.35867 2.13075 -4.60201  -0.237
54 C 0.07164 2.33405 -4.11215  0.932
55 C -0.82228 3.11532 -4.83972  -0.391
56 C -0.42024 3.71960 -6.01837  -0.730
57 As -0.47445 1.58040 -2.38720  0.851
58 C -2.32339 2.18108 -2.30777  0.737
59 C -3.28926 1.22169 -2.60593  -1.238
60 C -4.63254 1.55253 -2.63821  -0.516
61 C -5.02162 2.85313 -2.36328  -0.591
62 C -4.06903 3.81830 -2.07919  -0.752
63 C -2.72302 3.49077 -2.06133  -0.047
64 C 0.58221 2.67948 -1.15823  1.051
65 C 0.05190 3.45672 -0.13240  0.064
66 C 0.89046 4.17111 0.71033  -0.722
67 C 2.26516 4.09782 0.55820  -0.715
68 C 2.80512 3.29329 -0.43159  -0.708
69 C 1.96837 2.58979 -1.27853  -0.929
70 H 1.19330 4.04201 -7.38197  0.392
71 H 2.77488 2.62831 -6.12487  0.426
72 H 2.04633 1.46936 -4.08278  0.300
73 H -1.83955 3.25611 -4.49281  0.320
74 H -1.12248 4.31980 -6.57861  0.426
75 H -2.97376 0.19663 -2.82778  0.365
76 H -5.37262 0.80284 -2.88030  0.449
77 H -6.06778 3.11699 -2.38553  0.401
78 H -4.37304 4.83569 -1.88618  0.439
79 H -1.97864 4.25868 -1.87910  0.541
80 H -1.02170 3.51097 0.01170  0.370
81 H 0.46776 4.79224 1.48760  0.478
82 H 2.91363 4.66524 1.20735  0.417
83 H 3.87644 3.21779 -0.54417  0.449
84 H 2.39641 1.95159 -2.04316  0.104

As for the expectation value of S²: 6.0296. The value obtained for the lowest unoccupied orbital energy (alpha / beta) is -0.1162 / -0.1712 hartree. The HOMO-LUMO gap (alpha / beta) is 7.11 / 5.73 eV. As for the spin multiplicity: 5. The net charge is +1.

Entry 2:
# C38H31BCrO7

A structure of composition C38H31BCrO7 in a non-equilibrium geometry (the ωB97M-V functional and the def2-TZVPD basis, OMol25).

Each line ends with the Mulliken charge.
Positions of all 78 atoms, in Å:
1 C -3.71191 -2.28190 3.05842  -1.422
2 C -2.45400 -2.54725 2.39111  0.675
3 C -1.46268 -3.37393 2.85268  -1.482
4 C -0.37796 -3.23534 1.96735  -0.104
5 C -0.74920 -2.35281 0.96242  0.119
6 B -2.20257 2.31276 -0.40724  -0.172
7 C -0.82578 1.08785 0.94360  0.179
8 C -1.23724 2.30234 1.52153  -0.140
9 C -1.20427 2.11540 2.94046  -1.370
10 C -0.85400 0.79072 3.17729  0.440
11 C -0.34299 -0.11582 4.19072  -1.233
12 O -0.84870 0.16102 1.98485  0.311
13 C -0.04416 -2.24984 -0.26857  1.935
14 C -0.45070 -3.39589 -1.14776  -0.904
15 C 0.65647 -4.15980 -1.40982  -0.859
16 C 1.75261 -3.55867 -0.79768  0.450
17 C 3.16049 -3.91430 -0.96152  -1.210
18 O 1.39267 -2.45397 -0.11849  -0.373
19 C -3.35910 1.44672 -0.64928  1.198
20 C -4.03150 0.49342 -1.40992  -0.767
21 C -5.21393 0.12088 -0.75237  -0.607
22 C -5.34373 0.97865 0.32556  0.313
23 C -6.44234 1.08984 1.28385  -1.215
24 O -4.26617 1.82324 0.45394  -0.363
25 O -2.07865 -1.99113 1.19973  -0.229
26 H -3.53142 -2.45441 4.12948  0.422
27 H -4.09501 -1.27328 2.91691  0.285
28 H -4.47191 -3.00092 2.73185  0.357
29 H -1.45971 -3.99896 3.74142  0.529
30 H 0.56338 -3.77339 1.96993  0.631
31 H -1.41027 3.25406 0.98691  0.659
32 H -1.45103 2.88177 3.66786  0.598
33 H 0.29080 0.39489 4.92639  0.458
34 H -1.17583 -0.61133 4.71455  0.269
35 H 0.25238 -0.91067 3.70227  0.212
36 H -1.46703 -3.57097 -1.49480  0.599
37 H 0.76494 -5.04628 -2.03205  0.600
38 H 3.20038 -4.99677 -1.16526  0.440
39 H 3.59158 -3.39850 -1.83859  0.262
40 H 3.78564 -3.68205 -0.08525  0.338
41 H -3.68903 0.12703 -2.36756  0.661
42 H -5.90504 -0.68401 -1.01200  0.508
43 H -7.37352 1.39985 0.78881  0.362
44 H -6.67668 0.08871 1.68349  0.347
45 H -6.19516 1.78287 2.09489  0.324
46 O 6.45426 2.98491 -2.56032  -0.235
47 C 5.52433 3.09386 -1.86641  0.433
48 Cr 3.83812 3.40841 -1.03432  -0.344
49 C 3.10948 2.67311 -2.59521  0.501
50 O 2.76118 2.26339 -3.63369  -0.304
51 C 4.02419 5.02319 -2.02798  0.434
52 O 4.19980 5.88258 -2.79481  -0.231
53 C 4.25154 4.00082 0.96448  -0.538
54 C 4.54347 2.64056 0.80973  -0.790
55 C 3.57413 1.76896 0.29389  -0.941
56 C 2.19192 2.13455 0.16899  0.991
57 C 1.30555 1.10027 -0.19407  -0.706
58 C 0.11581 0.50202 0.01092  0.471
59 C -0.41079 -0.86834 -0.62887  0.910
60 C 0.15744 -0.79934 -2.04673  -0.321
61 C -0.62256 -1.14432 -3.16093  -0.095
62 C 0.05062 -1.56166 -4.31342  -0.888
63 C 1.45255 -1.50995 -4.34005  -1.054
64 C 2.21141 -0.99261 -3.27674  -0.742
65 C 1.53327 -0.63130 -2.12798  0.061
66 C 1.99668 3.55492 0.11402  -0.199
67 C 2.96976 4.44322 0.60732  -0.948
68 H 5.01354 4.69986 1.31117  0.555
69 H 5.53740 2.26142 1.03096  0.626
70 H 3.82687 0.72350 0.09987  0.635
71 H -1.49534 -0.73613 -0.64414  0.469
72 H -1.71540 -1.15125 -3.07707  0.425
73 H -0.52712 -1.93482 -5.16690  0.457
74 H 1.98592 -1.85856 -5.21960  0.515
75 H 3.29777 -0.86497 -3.29785  0.570
76 H 2.06715 -0.17281 -1.25606  -0.081
77 H 1.03379 3.94487 -0.23261  0.702
78 H 2.73515 5.50179 0.69426  0.628

As for the expectation value of S²: 3.7913. The value obtained for the lowest unoccupied orbital energy (alpha / beta) is -0.3487 / -0.3673 hartree. The HOMO-LUMO gap (alpha / beta) is 6.24 / 5.74 eV. As for the spin multiplicity: 4. The net charge is +3.

Entry 3:
# C38H31Cl2FeO2PSi

A structure of composition C38H31Cl2FeO2PSi in a non-equilibrium geometry (the ωB97M-V functional and the def2-TZVPD basis, OMol25).

Each line ends with the Mulliken charge.
Positions of all 76 atoms, in Å:
1 Fe -1.41567 -0.00584 0.98194  -0.667
2 Cl -3.66794 -1.14708 2.11218  -0.098
3 C -2.47319 -1.56441 0.82667  -1.147
4 Cl -1.94196 1.79883 2.23951  -0.474
5 H -1.88993 -2.43381 1.26340  0.496
6 H -3.04982 -1.94389 0.02488  0.832
7 O -1.68856 -1.52892 4.78247  -0.773
8 C -0.70828 -1.35318 4.03315  -0.076
9 O -0.47999 -2.02858 2.98859  -0.490
10 C 0.29770 -0.32742 4.46819  0.298
11 C 0.31636 0.08822 5.81738  -0.875
12 C 1.12721 1.19312 6.07722  -0.455
13 C 2.04059 1.65760 5.11696  -0.882
14 C 2.08524 1.06763 3.83073  -0.321
15 C 1.12039 0.14062 3.46840  0.209
16 P 0.79235 -0.50297 1.84853  1.990
17 C 1.86228 -1.91228 1.66739  0.456
18 C 1.45204 -3.19719 1.27795  -0.090
19 C 2.42329 -4.13628 0.92887  -0.465
20 C 3.81077 -3.90059 1.18013  -0.792
21 C 4.11980 -2.74573 1.85102  -0.573
22 C 3.18243 -1.73517 2.12170  -0.517
23 C 1.56841 0.65735 0.64152  0.914
24 C 2.24683 0.30441 -0.55898  -0.565
25 C 2.96898 1.26732 -1.25027  -0.667
26 C 3.14566 2.55007 -0.74775  -0.512
27 C 2.58283 2.89102 0.47328  -1.162
28 C 1.61603 2.03042 1.03633  -0.621
29 H -0.35629 -0.31839 6.54177  0.539
30 H 1.00099 1.73921 7.04332  0.340
31 H 2.71969 2.50828 5.22548  0.382
32 H 2.79367 1.31636 3.05857  0.541
33 H 0.40785 -3.41343 1.01465  0.405
34 H 1.97907 -4.98892 0.41864  0.398
35 H 4.56790 -4.57940 0.80916  0.412
36 H 5.17426 -2.39571 2.02441  0.291
37 H 3.57790 -0.82417 2.45575  0.261
38 H 2.17443 -0.72508 -0.95971  0.476
39 H 3.57700 0.99336 -2.12867  0.400
40 H 3.71198 3.28214 -1.36168  0.361
41 H 2.87477 3.83628 0.96533  0.403
42 H 1.05325 2.40853 1.86732  0.924
43 C -6.01805 -0.18275 -2.31327  -0.479
44 C -5.05743 -0.91890 -3.05749  -0.814
45 C -3.70827 -0.64809 -2.77823  -0.043
46 C -3.33961 0.27692 -1.75263  0.275
47 C -4.26235 1.06299 -1.16105  0.036
48 C -5.62490 0.73183 -1.35951  -0.759
49 Si -1.50057 0.37039 -1.35967  0.839
50 C -0.43875 -1.00468 -2.27921  0.946
51 C -0.52725 -2.32200 -1.80027  -0.194
52 C 0.20052 -3.33522 -2.43430  -0.601
53 C 1.15382 -3.04270 -3.43492  -0.795
54 C 1.32868 -1.76638 -3.77486  -0.520
55 C 0.55798 -0.74088 -3.22679  -0.476
56 C -1.06716 2.09650 -2.03470  0.590
57 C -0.70247 2.31551 -3.38800  -0.157
58 C -0.43882 3.55946 -3.86650  -0.749
59 C -0.49071 4.60583 -3.05790  -0.580
60 C -0.77306 4.44466 -1.67675  -0.722
61 C -1.04173 3.16162 -1.16027  -0.067
62 H -7.07925 -0.34052 -2.47657  0.385
63 H -5.36363 -1.58784 -3.82184  0.495
64 H -2.95497 -1.09101 -3.46076  0.279
65 H -3.90903 1.91065 -0.58837  0.399
66 H -6.37294 1.36349 -0.86270  0.373
67 H -1.25351 -2.62750 -1.02089  0.139
68 H 0.19021 -4.39318 -2.18339  0.446
69 H 1.74647 -3.87497 -3.78932  0.376
70 H 2.17141 -1.47909 -4.43912  0.315
71 H 0.87250 0.26208 -3.52892  0.294
72 H -0.73443 1.44450 -4.04301  0.490
73 H -0.01954 3.70338 -4.89581  0.311
74 H -0.22860 5.61453 -3.30781  0.379
75 H -0.65288 5.30917 -1.04349  0.422
76 H -1.36199 3.09982 -0.09736  0.060

As for the expectation value of S²: 6.1262. The value obtained for the lowest unoccupied orbital energy (alpha / beta) is -0.0765 / -0.0672 hartree. The HOMO-LUMO gap (alpha / beta) is 5.94 / 6.58 eV. As for the spin multiplicity: 5.

Calculated values (Eh) of electronic energy for the records, taken in order: -13931.8103; -3061.2543; -4431.9563.